Formula: C7H11N
Source: the Open Molecules 2025 dataset
Level of theory: ωB97M-V with the def2-TZVPD basis set

energy above the lowest of the compared OMol25 structures with the same formula, charge and spin: 3.4357 eV
highest occupied orbital energy: -9.18 eV
net charge: 0
F_max: 4.2 eV/A
SMILES string: C1C[C@H]2[C@@H]1[C@@H]1C[C@H]2N1

```
19
C7H11N | the Open Molecules 2025 dataset | ωB97M-V with the def2-TZVPD basis set
C -1.727 -0.771 0.200
C -1.545 0.809 0.194
C -0.286 0.683 -0.552
C 1.025 1.009 0.080
C 1.842 -0.082 -0.636
C 0.970 -1.068 0.235
C -0.344 -0.837 -0.526
H -2.668 -0.958 -0.349
H -1.898 -1.303 1.161
H -1.311 1.326 1.182
H -2.358 1.368 -0.370
H -0.111 1.163 -1.550
H 1.250 2.033 0.338
H 1.845 -0.054 -1.672
H 2.807 -0.116 -0.089
H 1.531 -2.021 0.483
H 0.300 0.103 2.025
H -0.422 -1.310 -1.459
N 1.099 0.027 1.305
```



Formula: C7H11N
Source: the Open Molecules 2025 dataset
Level of theory: ωB97M-V with the def2-TZVPD basis set

energy above the lowest of the compared OMol25 structures with the same formula, charge and spin: 6.0571 eV
highest occupied orbital energy: -8.02 eV
net charge: 0
F_max: 3.0 eV/A
SMILES string: C#CN(C)C.C=C=C

```
19
C7H11N | the Open Molecules 2025 dataset | ωB97M-V with the def2-TZVPD basis set
C 0.361 -2.197 -1.540
C -0.064 1.476 1.482
C -1.748 0.079 0.462
N -0.376 0.596 0.346
C 0.748 -1.682 -0.376
C 1.758 -1.387 0.412
C -0.127 1.201 -0.866
C 0.260 1.935 -1.743
H 0.991 -2.887 -2.081
H -0.681 -2.262 -1.819
H -0.766 2.313 1.553
H 0.928 1.903 1.355
H -2.503 0.873 0.455
H -1.927 -0.583 -0.382
H -1.823 -0.492 1.387
H -0.111 0.896 2.403
H 1.749 -1.430 1.488
H 2.558 -0.810 -0.037
H 0.773 2.458 -2.498
```



Formula: C7H11N
Source: the Open Molecules 2025 dataset
Level of theory: ωB97M-V with the def2-TZVPD basis set

energy above the lowest of the compared OMol25 structures with the same formula, charge and spin: 4.7927 eV
highest occupied orbital energy: -6.40 eV
net charge: 0
F_max: 5.9 eV/A

```
19
C7H11N | the Open Molecules 2025 dataset | ωB97M-V with the def2-TZVPD basis set
C 0.473 0.310 -2.070
C -0.653 -1.604 -0.749
C -1.289 0.488 1.427
C -0.278 -0.159 -0.869
N 1.803 0.407 1.466
C -0.504 0.809 0.177
C 1.245 0.557 0.267
C 1.546 0.248 -1.002
H 2.691 -0.072 1.545
H 1.592 1.030 2.234
H 0.243 1.308 -2.440
H 0.605 -0.407 -2.876
H -0.682 1.828 -0.176
H -1.453 -1.834 -1.463
H -1.033 -1.882 0.236
H 0.187 -2.266 -0.972
H -2.360 0.414 1.209
H -0.970 -0.452 1.882
H -1.161 1.276 2.174
```